# 1
A single C3H6N2O molecule in a non-equilibrium geometry. Source: the Open Molecules 2025 dataset; level of theory: ωB97M-V/def2-TZVPD.

Each line ends with the Löwdin charge.
Positions of all 12 atoms, in Å:
N 2.410465 0.289545 -1.947772  0.1526
C 1.749231 0.364318 -1.002136  -0.1648
C 0.839979 0.447462 0.162656  -0.3811
O 1.210316 -0.496881 1.118434  -0.0357
C -0.631510 0.210475 -0.340770  -0.1905
N -1.336340 -0.647983 0.602756  -0.0024
H 0.927741 1.465640 0.571487  0.1409
H 0.354433 -0.887496 1.400024  0.0715
H -0.599868 -0.260207 -1.326480  0.1163
H -1.126027 1.179613 -0.457640  0.1183
H -2.107044 -0.179985 1.061831  0.0867
H -1.691374 -1.484506 0.157606  0.0883

Forces on atoms 1 to 3 (eV/Å):
N -0.61 0.11 0.89
C 0.58 -0.05 -0.78
C -0.01 0.22 -0.22

The calculation puts the energy relative to the best compared isomer or geometry (same formula, charge and spin) at 142.2 kJ/mol. The gap between HOMO and LUMO is 11.2 eV. The net charge is 0. The value obtained for the LUMO energy is 0.02062 Ha. Its SMILES is N#C[C@H](O)CN. The calculation puts the total energy at -8235.2254 eV.

# 2
C6H5O6Re as an isolated structure in a non-equilibrium geometry. Source: the Open Molecules 2025 dataset; level of theory: ωB97M-V/def2-TZVPD.

Each line ends with the Löwdin charge.
Positions of all 18 atoms, in Å:
O 3.121915 -1.555227 -1.391414  0.3160
C 2.073021 -1.154302 -1.081558  -0.0996
Re 0.239009 -0.422874 -0.497439  1.0644
O 1.564574 1.420313 1.692394  0.2852
C 1.077646 0.741384 0.886844  -0.1397
C -1.635079 -0.742591 -1.208601  -0.1328
O -2.615440 -1.060230 -1.738372  0.2848
C -0.089721 -1.681828 1.020301  -0.1219
O -0.293212 -2.374084 1.933966  0.2836
C 0.269064 1.217937 -1.647307  -0.1173
O 0.252247 2.193227 -2.270333  0.2969
H 0.580837 -1.687432 -1.514197  0.1111
C -2.159156 1.268563 2.274124  0.1230
O -1.969661 1.060697 0.867672  0.1432
H -1.690414 0.434478 2.791995  0.1415
H -3.221778 1.309388 2.523562  0.1712
H -1.658252 2.191354 2.568799  0.2047
H -2.706249 1.476730 0.391167  0.1855

Forces on atoms 1 to 3 (eV/Å):
O -5.26 1.81 1.37
C 6.29 -1.33 -0.98
Re 0.73 -0.71 -1.23

The calculation puts the energy relative to the best compared isomer or geometry (same formula, charge and spin) at 0.0 kJ/mol. The multiplicity is 4. The gap between HOMO and LUMO (spin up / spin down) is 10.0 / 5.4 eV. The net charge is +3. The value obtained for the LUMO energy (spin up / spin down) is -0.47750 / -0.68110 Ha. The calculation puts the total energy at -20678.2597 eV.

# 3
C24H26AsO3RuS6 as an isolated structure in a non-equilibrium geometry. Source: the Open Molecules 2025 dataset; level of theory: ωB97M-V/def2-TZVPD.

Each line ends with the Löwdin charge.
Positions of all 61 atoms, in Å:
Ru -0.340062 0.269559 0.565806  0.4450
C 2.838793 -0.442077 1.548618  -0.5334
C 3.268023 0.074715 0.164706  -0.4892
S 1.967088 0.301987 -1.106129  0.8073
C 2.041018 -1.243443 -2.034956  -0.5166
C 1.717255 -2.477514 -1.221761  -0.5153
S 0.153681 -2.249913 -0.354064  0.8915
C 0.447128 -3.315476 1.091408  -0.4637
C 1.344260 -2.793585 2.214310  -0.5213
S 3.034745 -2.232023 1.829373  0.8734
H 1.806587 -0.186501 1.758168  -0.0196
H 3.443148 0.049905 2.309518  0.0734
H 4.035216 -0.562845 -0.276499  0.0769
H 3.680356 1.077302 0.276171  0.0659
H 3.039708 -1.320569 -2.466495  0.0852
H 1.324228 -1.091439 -2.845075  0.0597
H 2.493025 -2.671075 -0.490921  0.0110
H 1.611431 -3.349581 -1.870617  0.0875
H 0.822037 -4.260300 0.695186  0.0830
H -0.549595 -3.483870 1.501847  0.0667
H 1.496288 -3.618275 2.912719  0.0755
H 0.847019 -1.991952 2.755612  -0.0065
S 0.668799 2.417932 0.913994  0.5885
C -0.526457 3.685293 0.709433  -0.6846
C -0.089688 5.007726 0.844419  -0.1211
C -0.959002 6.060030 0.620503  -0.0778
C -2.283675 5.823501 0.258377  -0.0837
C -2.730156 4.519984 0.147369  -0.0847
C -1.851465 3.458575 0.365827  -0.4025
As -2.383438 1.633505 0.230853  1.3390
C -1.746942 1.219603 -1.575016  -0.4000
C -2.072556 -0.018753 -2.142092  -0.1355
C -1.587826 -0.368161 -3.395783  -0.0801
C -0.766662 0.509190 -4.093968  -0.0909
C -0.433432 1.738110 -3.535586  -0.0805
C -0.919533 2.091909 -2.283890  -0.1087
C -4.275363 1.763561 -0.075941  -0.3496
C -5.124243 1.910260 1.017571  -0.1020
C -6.487165 2.042026 0.804004  -0.0620
C -6.993329 2.021664 -0.490976  -0.0752
C -6.137158 1.878446 -1.572903  -0.0724
C -4.770564 1.740486 -1.369419  -0.0871
H 0.939352 5.195351 1.129550  0.1005
H -0.602472 7.077418 0.728353  0.1057
H -2.960236 6.646924 0.066065  0.1029
H -3.759465 4.322270 -0.121104  0.1007
H -2.699683 -0.710505 -1.594856  0.1002
H -1.851671 -1.327944 -3.824534  0.1107
H -0.386275 0.236356 -5.072451  0.1069
H 0.207586 2.426060 -4.074396  0.1094
H -0.654560 3.051822 -1.860752  0.1002
H -4.725133 1.897908 2.021148  0.1037
H -7.154348 2.146630 1.649763  0.1089
H -8.060047 2.112709 -0.656133  0.1049
H -6.528924 1.873155 -2.581825  0.1055
H -4.104349 1.630858 -2.212599  0.0974
O -2.102655 -1.219813 0.629080  -0.6311
S -2.508188 -1.107277 2.086273  0.1135
O -3.653041 -0.223580 2.222354  -0.4163
O -2.601485 -2.390056 2.733930  -0.3568
S -0.863427 -0.093101 2.862534  0.3679

Forces on atoms 1 to 3 (eV/Å):
Ru -1.90 0.92 -0.23
C 0.26 -0.18 -0.19
C -0.19 0.00 0.07

The calculation puts the energy relative to the best compared isomer or geometry (same formula, charge and spin) at 141.6 kJ/mol. The multiplicity is 2. The gap between HOMO and LUMO (spin up / spin down) is 6.3 / 6.7 eV. The net charge is 0. The value obtained for the LUMO energy (spin up / spin down) is -0.05556 / -0.03932 Ha. The calculation puts the total energy at -159883.9201 eV.

# 4
A 5-piece molecular cluster, C34H29N2O19P overall in a non-equilibrium geometry. Source: the Open Molecules 2025 dataset; level of theory: ωB97M-V/def2-TZVPD.

Each line ends with the Löwdin charge.
Positions of all 85 atoms, in Å:
C -4.592742 0.492685 2.173741  0.0289
C -5.073479 -0.159487 1.102070  -0.1184
C -4.678281 0.128182 -0.318936  -0.4379
C -5.908080 0.078857 -1.155250  -0.1907
N -6.819480 0.089498 -1.874229  0.2139
C -3.780196 -1.026003 -0.832188  -0.0739
C -2.307135 -0.676100 -0.841471  -0.1916
O -1.539897 -1.872759 -0.948832  0.0197
C -0.255921 -1.648113 -1.365759  -0.5049
C 0.473532 -0.409162 -0.927421  0.0211
O 0.259367 -2.447324 -2.097565  0.1229
C -4.081305 1.548650 -0.535379  -0.3103
C -3.994375 1.760660 -1.976504  -0.2770
N -4.004514 1.977472 -3.116967  0.2027
P -5.191918 2.921071 0.086293  0.7862
O -4.356673 3.867221 0.860793  -0.4165
H -4.699011 1.559352 2.243663  0.0320
H -4.132058 0.014820 3.020698  0.0692
H -5.756535 -0.987289 1.248053  0.1225
H -3.906905 -1.873841 -0.165503  0.1324
H -4.103416 -1.352245 -1.810328  0.1342
H -2.067708 -0.153772 0.083498  0.1238
H -2.101485 -0.035283 -1.693644  0.1273
H 0.091924 0.032297 -0.017372  0.0820
H 1.527906 -0.608621 -0.881381  0.0697
H 0.330228 0.313988 -1.727442  0.1015
H -3.116358 1.684925 -0.069755  0.1251
H -5.734038 3.529797 -1.059157  0.0196
H -6.246213 2.366146 0.840055  0.0437
O 7.876390 -3.593676 -0.666813  0.0890
C 6.677053 -3.399584 -0.609385  -0.2918
C 5.811583 -3.357155 -1.776374  0.0785
C 4.501957 -3.115350 -1.628972  -0.2318
O 3.662447 -3.066430 -2.654822  0.1250
C 3.892207 -2.879666 -0.278502  -0.3070
O 2.700545 -2.646988 -0.236249  0.0997
C 4.750792 -2.947136 0.891148  0.0767
C 6.060446 -3.194158 0.746209  -0.2290
O 6.887127 -3.275132 1.778490  0.1215
H 6.264501 -3.524096 -2.743340  0.1361
H 2.775271 -2.879530 -2.283005  0.1050
H 4.294090 -2.795157 1.858621  0.1346
H 7.774417 -3.476770 1.416135  0.0879
O -2.622230 1.928277 3.233419  0.0597
C -2.128914 2.857438 3.853047  -0.2883
C -2.226770 4.237120 3.413682  0.0831
C -1.648153 5.207244 4.134674  -0.2322
O -1.704610 6.486155 3.785305  0.1239
C -0.889858 4.912129 5.395857  -0.3136
O -0.373921 5.836198 5.992307  0.1141
C -0.813363 3.527895 5.845446  0.0768
C -1.393450 2.560781 5.127634  -0.2343
O -1.356391 1.280554 5.491142  0.1143
H -2.775724 4.433438 2.499363  0.1091
H -1.208678 6.972327 4.469272  0.1200
H -0.279106 3.327497 6.763260  0.1365
H -1.844320 0.795513 4.802740  0.1131
O 14.538379 -5.720964 0.780647  0.1093
C 13.340698 -5.520184 0.839192  -0.3177
C 12.475199 -5.472876 -0.327784  0.0755
C 11.165211 -5.228937 -0.183405  -0.2297
O 10.334908 -5.169868 -1.215042  0.1225
C 10.552803 -4.999328 1.168370  -0.2894
O 9.359358 -4.773031 1.223916  0.0903
C 11.413800 -5.066546 2.338124  0.0786
C 12.721584 -5.312196 2.191355  -0.2379
O 13.554577 -5.388383 3.221281  0.1189
H 12.929277 -5.637470 -1.294330  0.1360
H 9.449381 -4.961113 -0.854031  0.0897
H 10.957733 -4.915558 3.306274  0.1363
H 14.433209 -5.572000 2.839400  0.1205
O -7.086508 4.623406 -2.539355  0.0681
C -7.914842 4.244070 -3.349874  -0.3048
C -8.560475 2.944324 -3.290988  0.0717
C -9.449733 2.597361 -4.230869  -0.2343
O -10.071552 1.427138 -4.227572  0.1230
C -9.804770 3.518652 -5.362099  -0.3137
O -10.606306 3.133834 -6.190040  0.1130
C -9.172856 4.829107 -5.406314  0.0763
C -8.287355 5.175666 -4.465444  -0.2368
O -7.681433 6.358436 -4.455298  0.1174
H -8.295751 2.285251 -2.476079  0.1074
H -10.652183 1.431295 -5.010913  0.1208
H -9.447281 5.490944 -6.215214  0.1363
H -7.093646 6.351605 -3.677979  0.1186

Forces on atoms 1 to 3 (eV/Å):
C -0.54 0.19 -0.50
C 0.26 -0.24 0.83
C -1.82 0.68 -0.56

The gap between HOMO and LUMO is 7.9 eV. The net charge is 0. The value obtained for the LUMO energy is -0.06073 Ha. Its SMILES is C=C[C@](C#N)(CCOC(C)=O)[C@@H](C#N)[PH2]=O.O=C1C=C(O)C(=O)C=C1O.O=C1C=C(O)C(=O)C=C1O.O=C1C=C(O)C(=O)C=C1O.O=C1C=C(O)C(=O)C=C1O. The calculation puts the total energy at -86894.8466 eV.

# 5
A 2-piece molecular cluster, CH8N2 overall in a non-equilibrium geometry. Source: the Open Molecules 2025 dataset; level of theory: ωB97M-V/def2-TZVPD.

Each line ends with the Löwdin charge.
Positions of all 11 atoms, in Å:
N -2.440858 -0.665491 0.146736  -0.0930
H -1.931245 -0.293321 -0.644940  -0.0450
H -2.909045 -1.536235 -0.055672  -0.0410
H -1.761709 -0.959559 0.829642  -0.0597
C 0.969079 -0.034022 0.365537  -0.6200
N 1.600692 0.955481 -0.503058  -0.1381
H 1.505588 -0.100963 1.330705  0.0019
H 0.845078 -1.087073 0.108756  -0.0108
H 0.004456 0.339169 0.729452  0.0143
H 2.517970 1.165113 -0.133170  -0.0070
H 1.662266 0.594035 -1.450024  -0.0015

Forces on atoms 1 to 3 (eV/Å):
N -0.54 0.08 0.66
H 0.04 -0.33 -0.20
H -0.15 -0.05 -0.71

The calculation puts the energy relative to the best compared isomer or geometry (same formula, charge and spin) at 29.6 kJ/mol. The multiplicity is 2. The gap between HOMO and LUMO (spin up / spin down) is 3.3 / 10.0 eV. The net charge is -1. The value obtained for the LUMO energy (spin up / spin down) is 0.17448 / 0.17546 Ha. The calculation puts the total energy at -4145.0486 eV.

# 6
A single C4H4N2 molecule in a non-equilibrium geometry. Source: the Open Molecules 2025 dataset; level of theory: ωB97M-V/def2-TZVPD.

Each line ends with the Löwdin charge.
Positions of all 10 atoms, in Å:
C -1.731574 -1.717398 1.309630  0.1233
C -1.336481 -1.187169 0.340483  -0.1041
C -0.754310 -0.580951 -0.832105  -0.1809
N 0.202112 0.183710 -0.786113  -0.0723
N 0.748050 0.793741 0.247342  -0.0538
C 1.739228 1.567950 -0.154178  0.0152
H -2.025695 -1.945063 2.266817  0.0128
H -1.030856 -1.073588 -1.756869  0.1080
H 2.482849 2.109276 0.557767  0.0988
H 1.706678 1.849493 -1.192774  0.0530

Forces on atoms 1 to 3 (eV/Å):
C -0.53 -0.40 1.31
C 0.68 1.45 -2.31
C -1.79 -2.97 1.78

The calculation puts the energy relative to the best compared isomer or geometry (same formula, charge and spin) at 444.6 kJ/mol. The gap between HOMO and LUMO is 8.7 eV. The net charge is 0. The value obtained for the LUMO energy is -0.00806 Ha. Its SMILES is C#C/C=N\N=C. The calculation puts the total energy at -7188.0810 eV.